A 2-piece molecular cluster, C8H12N2O3 overall. Source: OMol25; level of theory: ωB97M-V with the def2-TZVPD basis set.

The geometry in XYZ format:
```
25
Properties=species:S:1:pos:R:3
H 1.6044 -0.0264 2.3779
N 0.7231 0.3260 1.9868
C -0.2773 0.0199 2.7770
C -1.6194 0.0037 2.3888
C -1.9931 -0.2870 1.0468
C -1.1235 -0.2665 -0.0078
C -0.0209 0.6161 -0.0670
O -0.2712 1.8761 0.2583
N 1.0693 0.3597 -0.7441
C 1.5141 -1.0542 -0.7509
C 2.0146 1.4070 -0.9501
H -0.2968 0.0714 3.8934
H -2.4693 -0.0432 3.0533
H -3.0070 -0.7935 0.9415
H -1.2704 -0.9845 -0.7660
H -1.0212 1.9344 0.7418
H 1.1768 -1.7167 -1.5555
H 2.5797 -1.1128 -0.9779
H 1.1578 -1.4193 0.3930
H 2.8288 1.3176 -0.2077
H 2.5442 1.2509 -1.8201
H 1.4597 2.3032 -0.9421
O -2.7985 -0.8085 -3.8287
C -1.7781 -1.2744 -3.6465
O -0.7258 -1.6990 -3.5941
```

For the energy, the calculation gives -17610.4853 eV. Its spin multiplicity is 1. Its LUMO energy is 0.486 eV. As for the energy above the lowest of the compared OMol25 structures with the same formula, charge and spin: 2.611 eV. For the gap between HOMO and LUMO, the calculation gives 7.67 eV.

=====

A 4-piece molecular cluster, C6H12N3O3 overall. Source: OMol25; level of theory: ωB97M-V with the def2-TZVPD basis set.

The geometry in XYZ format:
```
24
Properties=species:S:1:pos:R:3
C -0.5739 -2.2873 -0.1786
C 0.6153 -0.4037 4.1819
C -2.0025 0.5106 -0.3617
C 2.1525 -0.9627 2.2659
C -0.9871 2.5079 -2.4338
C -1.3234 0.2115 -1.6053
N 0.2766 -1.4513 -0.0872
N 1.5003 -0.6923 3.4377
N -0.9342 1.0968 -2.4830
O 2.5396 -0.5229 -1.2558
O -0.1484 -0.2418 5.0454
O -1.3509 -3.1770 -0.2055
H -1.9071 -0.2478 0.3980
H -3.0234 0.6057 -0.5795
H -1.6866 1.4773 0.1282
H 1.3702 -1.2345 1.4775
H 2.8820 -0.2047 1.9330
H 2.7469 -1.9441 2.2197
H -1.9388 2.8120 -1.9643
H -0.1829 2.8165 -1.7354
H -0.8260 3.0683 -3.4136
H -1.1355 -0.8159 -1.8402
H 1.6654 -0.7333 -0.8413
H 2.2720 -0.1872 -2.1021
```

For the energy, the calculation gives -17029.7295 eV. Its spin multiplicity is 1. Its LUMO energy is 3.271 eV. Its net charge is -1. As for the energy above the lowest of the compared OMol25 structures with the same formula, charge and spin: 0.000 eV. For the gap between HOMO and LUMO, the calculation gives 8.20 eV.

=====

C2H4N2OS2 as an isolated structure. Source: OMol25; level of theory: ωB97M-V with the def2-TZVPD basis set.

The geometry in XYZ format:
```
11
Properties=species:S:1:pos:R:3
C -0.8252 0.1233 -0.1183
C 0.7427 0.3660 -0.0722
H -0.9679 1.1638 -1.8532
H -2.4721 0.1389 -1.1480
H 2.5800 -0.3033 0.3124
H -0.3704 -1.0417 1.9017
N -1.5178 0.3685 -1.2738
N 1.4849 -0.4266 0.6178
O -1.3366 -0.1991 0.9729
S 1.4627 1.5527 -1.1434
S 1.2198 -1.7424 1.8041
```

For the energy, the calculation gives -28834.7935 eV. Its spin multiplicity is 1. Its LUMO energy is -0.335 eV. As for the energy above the lowest of the compared OMol25 structures with the same formula, charge and spin: 2.290 eV. For the gap between HOMO and LUMO, the calculation gives 8.11 eV.

=====

An isolated ion of composition C5H8NO2 and charge -1. Source: OMol25; level of theory: ωB97M-V with the def2-TZVPD basis set.

The geometry in XYZ format:
```
16
Properties=species:S:1:pos:R:3
C 1.5882 -0.4882 -1.7506
N 2.1116 -0.3957 -0.5710
C 1.2903 0.0140 0.5513
C -0.0547 -0.7087 0.6559
C -1.2737 0.1867 0.9606
C -1.7938 0.9742 -0.2825
O -0.9235 1.5301 -0.9614
O -2.9622 1.1623 -0.3430
H 2.0816 -1.0086 -2.5192
H 0.5379 -0.1565 -2.0005
H 0.9846 1.1377 0.3887
H 1.9295 0.1007 1.5040
H 0.1068 -1.3927 1.5228
H -0.3725 -1.4934 -0.0491
H -2.0878 -0.5783 1.3194
H -1.1621 1.1162 1.5744
```

For the energy, the calculation gives -10899.4232 eV. Its spin multiplicity is 1. Its LUMO energy is 4.109 eV. Its net charge is -1. As for the energy above the lowest of the compared OMol25 structures with the same formula, charge and spin: 1.858 eV. For the gap between HOMO and LUMO, the calculation gives 8.09 eV.

=====

C31H34AsNOsSi2Te as an isolated structure. Source: OMol25; level of theory: ωB97M-V with the def2-TZVPD basis set.

The geometry in XYZ format:
```
71
Properties=species:S:1:pos:R:3
Os -0.7207 0.2677 -0.2103
C -1.5977 -0.9089 3.2031
Si -0.3835 0.1793 2.2527
C -0.3462 1.8047 3.2164
C 1.3520 -0.5041 2.5591
C 1.7313 -1.1466 3.7382
C 3.0489 -1.5284 3.9434
C 4.0096 -1.2446 2.9794
C 3.6427 -0.5957 1.8086
C 2.3134 -0.2337 1.5780
Si 1.6558 0.5505 -0.0097
C 2.6977 -0.2160 -1.4025
C 2.1018 2.3825 -0.0289
H -1.4690 -0.7174 4.2728
H -1.4362 -1.9749 3.0383
H -2.6323 -0.6803 2.9398
H 0.0772 1.6199 4.2083
H -1.3478 2.2233 3.3413
H 0.2698 2.5569 2.7210
H 0.9916 -1.3658 4.5020
H 3.3307 -2.0452 4.8531
H 5.0418 -1.5317 3.1421
H 4.4055 -0.3829 1.0663
H 3.7544 -0.1966 -1.1233
H 2.6019 0.3498 -2.3331
H 2.4254 -1.2565 -1.6067
H 3.1846 2.5206 0.0478
H 1.6281 2.9111 0.7994
H 1.7587 2.8489 -0.9556
C -0.3994 -4.1809 -4.3182
C 0.7103 -4.1770 -3.4859
C 0.6314 -3.6083 -2.2196
C -0.5568 -3.0374 -1.7824
C -1.6650 -3.0336 -2.6241
C -1.5896 -3.6097 -3.8842
As -0.6843 -2.1347 -0.0527
C 0.3003 -3.4092 1.0232
C 1.6720 -3.5262 1.1661
C 2.1888 -4.5606 1.9341
C 1.3318 -5.4639 2.5496
C -0.0431 -5.3449 2.4062
C -0.5714 -4.3142 1.6378
C -2.0143 -4.0543 1.4220
C -3.0649 -4.7652 1.9887
C -4.3724 -4.3593 1.7586
C -4.6434 -3.2406 0.9807
C -3.5992 -2.5227 0.4104
C -2.3011 -2.9482 0.6200
H -0.3411 -4.6350 -5.2992
H 1.6386 -4.6267 -3.8152
H 1.4995 -3.6262 -1.5713
H -2.5945 -2.5830 -2.2951
H -2.4619 -3.6170 -4.5259
H 2.3388 -2.8016 0.7147
H 3.2592 -4.6488 2.0665
H 1.7383 -6.2642 3.1546
H -0.6978 -6.0545 2.8964
H -2.8730 -5.6233 2.6204
H -5.1887 -4.9114 2.2064
H -5.6664 -2.9207 0.8310
H -3.7941 -1.6233 -0.1638
Te -2.2877 1.9927 0.4048
C 0.4456 0.6897 -5.5093
C 0.4844 -0.5570 -4.6232
C 0.0942 -0.2671 -3.2498
N -0.2023 -0.0533 -2.1648
H 0.7486 0.4270 -6.5213
H 1.1229 1.4549 -5.1332
H -0.5585 1.1089 -5.5472
H 1.4895 -0.9831 -4.5821
H -0.1796 -1.3397 -4.9949
```

For the energy, the calculation gives -120545.5741 eV. Its spin multiplicity is 1. Its LUMO energy is -0.651 eV. As for the energy above the lowest of the compared OMol25 structures with the same formula, charge and spin: 0.005 eV. For the gap between HOMO and LUMO, the calculation gives 6.38 eV.

=====

A 2-piece molecular cluster, C5H11NO2 overall. Source: OMol25; level of theory: ωB97M-V with the def2-TZVPD basis set.

The geometry in XYZ format:
```
19
Properties=species:S:1:pos:R:3
C -0.0448 0.4026 2.1922
C 0.6546 -0.5699 1.2625
C -0.1817 -0.8528 -0.1135
C 0.5169 -1.7984 -1.0559
O -1.4037 -0.6947 -0.1162
H 0.1502 1.4333 1.8792
H -1.1282 0.2521 2.1949
H 0.3162 0.2841 3.2176
H 1.6877 -0.2788 1.0535
H 0.6929 -1.5594 1.7247
H 0.1262 -1.6414 -2.0643
H 0.3304 -2.8286 -0.7464
H 1.5897 -1.5972 -1.0749
N -1.2515 1.7319 -1.3575
C 0.0925 1.5821 -1.3628
O 0.8494 2.0378 -2.1959
H -1.6971 2.1951 -2.1361
H -1.7939 1.0309 -0.8534
H 0.4940 0.8712 -0.4476
```

For the energy, the calculation gives -10947.9742 eV. Its spin multiplicity is 1. Its LUMO energy is 0.529 eV. As for the energy above the lowest of the compared OMol25 structures with the same formula, charge and spin: 1.293 eV. For the gap between HOMO and LUMO, the calculation gives 10.34 eV.

=====

- What is the formula in the fourth record?
  C5H8NO2

=====

- Look up the gap between HOMO and LUMO of the third one.
  8.11 eV

=====

- The highest energy belongs to which entry?
  C5H8NO2